No. 1
{"formula": "C49H41N11O2P2S4Se2Tl", "method": "ωB97M-V/def2-TZVPD", "symbols": ["Tl", "Se", "P", "C", "C", "C", "C", "C", "C", "C", "C", "C", "C", "C", "C", "C", "C", "N", "N", "N", "P", "Se", "C", "C", "C", "C", "C", "C", "C", "C", "C", "C", "C", "C", "H", "H", "H", "H", "H", "H", "H", "H", "H", "H", "H", "H", "H", "H", "H", "H", "H", "H", "H", "H", "N", "C", "C", "C", "C", "C", "C", "N", "C", "C", "C", "S", "C", "N", "H", "H", "H", "H", "H", "H", "H", "N", "C", "C", "C", "C", "C", "C", "S", "O", "O", "N", "C", "S", "C", "C", "N", "H", "H", "H", "H", "H", "H", "H", "H", "C", "N", "C", "C", "N", "C", "S", "H", "H", "H", "H", "H", "H"], "coordinates": [[0.082827, 0.398757, -0.473076], [7.058073, 0.885878, 1.476593], [5.439794, 0.225946, 2.642641], [5.453924, -1.551996, 3.010327], [6.671223, -2.134543, 3.356154], [6.716788, -3.460414, 3.753991], [5.550072, -4.213201, 3.803146], [4.339268, -3.638475, 3.449039], [4.288143, -2.308311, 3.054358], [5.371171, 0.992466, 4.285209], [4.596332, 0.427777, 5.296535], [4.563869, 1.012827, 6.549735], [5.302645, 2.163315, 6.799116], [6.074839, 2.724755, 5.795030], [6.113138, 2.138076, 4.537126], [3.791379, 0.539753, 1.955159], [3.176611, 0.353992, 0.711311], [1.900523, 0.751090, 0.889593], [1.732353, 1.164216, 2.129348], [2.858750, 1.055799, 2.784545], [3.702247, -0.289725, -0.882039], [1.973075, -0.623367, -2.163749], [4.870609, 0.808925, -1.665966], [5.516193, 0.356424, -2.817680], [6.389624, 1.195319, -3.484002], [6.606887, 2.484159, -3.008212], [5.954366, 2.933521, -1.871481], [5.082606, 2.096348, -1.193219], [4.492950, -1.890624, -0.622355], [3.704483, -3.037476, -0.524785], [4.294990, -4.261250, -0.268330], [5.672895, -4.346856, -0.105540], [6.457914, -3.210852, -0.210800], [5.873198, -1.979677, -0.474808], [7.577860, -1.543321, 3.305714], [7.663160, -3.907255, 4.029015], [5.587077, -5.248607, 4.116682], [3.430687, -4.227480, 3.481519], [3.338529, -1.856946, 2.789164], [4.021342, -0.469639, 5.106802], [3.967112, 0.569894, 7.336365], [5.280718, 2.615983, 7.781951], [6.657153, 3.615489, 5.989734], [6.726744, 2.557947, 3.750039], [5.337415, -0.646176, -3.189228], [6.897779, 0.849339, -4.373852], [7.289434, 3.140548, -3.531918], [6.126514, 3.935809, -1.503819], [4.571836, 2.445495, -0.307528], [2.634508, -2.964806, -0.680479], [3.684368, -5.152630, -0.198977], [6.133612, -5.304332, 0.099990], [7.530519, -3.274285, -0.084954], [6.488362, -1.094096, -0.545081], [-1.751794, 1.198859, 3.537643], [-2.166283, 2.421821, 3.046050], [-2.799895, 3.489754, 3.669090], [-3.080677, 4.583992, 2.879148], [-2.740327, 4.601044, 1.519048], [-2.111675, 3.535270, 0.911233], [-1.815211, 2.418079, 1.692714], [-1.187026, 1.201517, 1.398214], [-1.176101, 0.523013, 2.524909], [-0.583865, -0.799045, 2.685677], [-0.513652, -1.562844, 3.809827], [0.302950, -3.019522, 3.463597], [0.491131, -2.520249, 1.841128], [-0.008709, -1.353509, 1.578968], [-1.821325, 0.885811, 4.489783], [-3.059172, 3.464306, 4.718925], [-3.571237, 5.443828, 3.314504], [-2.965652, 5.480324, 0.930402], [-1.841234, 3.584980, -0.127968], [-0.884746, -1.356094, 4.799713], [0.993205, -3.130119, 1.104154], [0.174618, 7.665582, 2.107653], [0.449799, 6.699377, 1.165838], [1.071898, 5.501046, 1.540945], [1.288287, 4.506724, 0.613271], [0.893215, 4.693832, -0.709726], [0.294958, 5.884284, -1.101729], [0.072679, 6.879660, -0.169146], [1.081668, 3.368453, -1.836682], [2.234218, 2.615364, -1.428562], [0.963848, 3.871875, -3.175310], [-0.190413, 2.386270, -1.505378], [-1.402304, 2.526215, -2.117186], [-1.946547, 3.898203, -3.028035], [-3.508520, 3.173573, -3.153559], [-3.506751, 1.969654, -2.546048], [-2.312233, 1.590895, -1.970760], [0.687695, 7.628753, 2.971516], [-0.013277, 8.596116, 1.776286], [1.373728, 5.353810, 2.570805], [1.759732, 3.577004, 0.908351], [0.027402, 6.036652, -2.138191], [-0.389173, 7.811059, -0.473399], [-4.309468, 3.660386, -3.683170], [-4.348961, 1.296068, -2.490758], [-0.294360, -3.964078, -3.248816], [-0.709098, -2.636654, -3.671300], [-0.666813, -2.145078, -4.964977], [-1.060475, -0.856085, -4.916636], [-1.335676, -0.580568, -3.594974], [-1.124476, -1.666470, -2.838446], [-1.279305, -1.786321, -1.140244], [-0.183728, -4.587463, -4.131285], [-1.046526, -4.393715, -2.592296], [0.655320, -3.903142, -2.718160], [-0.356381, -2.756277, -5.792450], [-1.162549, -0.118219, -5.690573], [-1.744029, 0.269397, -3.201880]], "atomic_forces_ev_per_a": [[-0.03, -0.02, -0.03], [-0.02, -0.01, -0.04], [0.02, 0.02, -0.01], [0.00, 0.00, -0.03], [0.00, -0.01, -0.02], [0.00, 0.01, 0.00], [0.01, -0.01, -0.01], [-0.01, -0.01, -0.04], [-0.02, 0.00, -0.02], [-0.01, 0.00, -0.01], [0.01, -0.01, 0.01], [0.00, 0.00, 0.00], [0.00, 0.00, 0.00], [0.00, 0.00, -0.01], [-0.01, 0.02, -0.01], [0.02, 0.10, -0.09], [0.00, -0.07, 0.06], [-0.03, 0.05, -0.04], [-0.01, 0.06, 0.01], [-0.01, -0.11, 0.06], [-0.03, -0.02, -0.01], [0.03, -0.06, -0.03], [0.02, 0.00, 0.02], [0.00, -0.01, 0.03], [0.00, 0.01, 0.00], [0.00, -0.01, -0.01], [0.00, -0.01, 0.01], [0.03, 0.00, 0.01], [-0.01, 0.02, 0.04], [-0.01, -0.02, 0.00], [-0.02, 0.00, 0.04], [0.00, -0.01, 0.03], [0.00, 0.01, 0.02], [0.02, 0.01, 0.01], [0.00, 0.00, 0.00], [0.00, 0.00, 0.00], [0.00, 0.00, 0.00], [0.00, 0.00, 0.01], [-0.01, 0.00, 0.00], [0.00, 0.01, 0.01], [0.00, 0.00, 0.00], [0.00, 0.00, 0.00], [0.00, 0.00, 0.00], [0.00, 0.00, 0.00], [0.00, 0.00, 0.00], [0.00, 0.00, 0.00], [0.00, 0.00, 0.00], [0.00, 0.00, 0.00], [0.01, 0.00, 0.01], [0.01, 0.01, 0.00], [0.00, 0.00, 0.00], [0.00, 0.00, 0.00], [0.00, 0.00, 0.00], [0.01, 0.02, 0.01], [-0.01, -0.01, 0.02], [0.00, 0.04, -0.04], [-0.02, 0.01, 0.00], [-0.01, 0.00, 0.01], [0.04, 0.02, -0.01], [0.07, -0.02, 0.00], [0.04, -0.02, 0.06], [-0.17, -0.06, 0.00], [0.08, 0.02, 0.00], [0.00, 0.02, -0.02], [0.00, 0.01, 0.02], [0.00, -0.01, 0.00], [0.04, 0.04, 0.03], [0.04, -0.12, -0.03], [0.00, 0.00, 0.00], [0.00, 0.00, 0.00], [0.00, 0.00, 0.00], [0.00, 0.00, -0.01], [-0.01, 0.03, 0.02], [0.00, 0.00, 0.01], [-0.01, -0.02, 0.00], [-0.03, 0.00, 0.01], [-0.02, 0.00, -0.01], [-0.02, -0.02, 0.02], [-0.04, -0.04, -0.02], [-0.01, 0.01, 0.01], [0.02, 0.00, 0.01], [0.01, 0.00, -0.01], [0.05, 0.13, 0.27], [-0.01, 0.03, -0.06], [-0.03, 0.00, 0.02], [-0.08, -0.37, -0.33], [0.11, 0.07, -0.05], [0.00, 0.05, -0.01], [0.01, -0.04, 0.03], [-0.06, 0.05, -0.04], [-0.03, 0.02, 0.03], [0.01, 0.00, 0.00], [0.02, 0.00, 0.00], [0.01, -0.01, 0.00], [-0.01, 0.02, 0.03], [-0.02, -0.01, -0.01], [0.00, 0.00, 0.00], [-0.01, 0.00, 0.00], [-0.01, -0.01, 0.00], [0.01, -0.03, 0.02], [-0.01, 0.01, -0.01], [0.04, -0.05, 0.01], [0.00, 0.02, 0.10], [-0.12, -0.13, -0.19], [0.11, 0.09, -0.18], [-0.08, 0.21, 0.23], [0.00, 0.00, 0.00], [-0.01, 0.00, -0.01], [0.01, 0.03, 0.00], [0.00, -0.01, -0.01], [0.00, 0.00, -0.01], [0.08, 0.09, 0.14]], "charge": 1, "homo_ev": -9.77}



No. 2
{"formula": "C49H42N7O8P2STi", "method": "ωB97M-V/def2-TZVPD", "symbols": ["Ti", "O", "S", "C", "C", "C", "C", "C", "C", "P", "C", "C", "C", "C", "C", "C", "C", "C", "C", "C", "C", "C", "C", "C", "C", "C", "C", "C", "P", "C", "C", "C", "C", "C", "C", "C", "C", "C", "C", "C", "C", "H", "H", "H", "H", "H", "H", "H", "H", "H", "H", "H", "H", "H", "H", "H", "H", "H", "H", "H", "H", "H", "H", "H", "H", "H", "H", "H", "H", "N", "N", "C", "N", "N", "N", "O", "O", "H", "H", "H", "H", "H", "O", "C", "C", "C", "C", "C", "C", "C", "O", "N", "O", "O", "H", "H", "H", "H", "O", "N", "C", "C", "C", "C", "C", "H", "H", "H", "H", "H"], "coordinates": [[10.604151, -15.708732, -0.977440], [20.262365, -15.697255, 0.708020], [18.858678, -16.241202, 0.653708], [19.042569, -17.674924, -0.479955], [19.542536, -17.349651, -1.770385], [19.640269, -18.361030, -2.731718], [19.206953, -19.653662, -2.337208], [18.762611, -19.907104, -1.063923], [18.668045, -18.929194, -0.076339], [18.407499, -18.957429, 1.690928], [18.133601, -20.723054, 1.931515], [18.856595, -21.694459, 1.292013], [18.354117, -23.015038, 1.276984], [17.222775, -23.430880, 1.940444], [16.560826, -22.427041, 2.660901], [17.039410, -21.149092, 2.705986], [20.104711, -18.845123, 2.330587], [20.239748, -18.468930, 3.683208], [21.479579, -18.534836, 4.352865], [22.636307, -19.007647, 3.713549], [22.562874, -19.211055, 2.333142], [21.380042, -19.029563, 1.671885], [17.893676, -15.175295, -0.502962], [16.955732, -15.702034, -1.413478], [16.635118, -15.010185, -2.548882], [16.975074, -13.651742, -2.624224], [17.728252, -13.073062, -1.605633], [18.088788, -13.776174, -0.491832], [18.437639, -12.897313, 1.083077], [17.846326, -11.209164, 0.797010], [18.551785, -10.195827, 0.045656], [18.211309, -8.890211, 0.073456], [17.083654, -8.479061, 0.817928], [16.246309, -9.478706, 1.428851], [16.646223, -10.820265, 1.383041], [20.188030, -12.434932, 1.069962], [21.048587, -12.896862, 0.106542], [22.389556, -12.353314, 0.032313], [22.750902, -11.390823, 0.977729], [21.879558, -11.058587, 2.033834], [20.595630, -11.515500, 2.046880], [19.858335, -16.377597, -2.030198], [20.054204, -18.190008, -3.755891], [19.281397, -20.490146, -3.084939], [18.474090, -20.945814, -0.859252], [19.784654, -21.443377, 0.747885], [18.996665, -23.797534, 0.814490], [16.797891, -24.452218, 1.930683], [15.739318, -22.731549, 3.355419], [16.586885, -20.415073, 3.357762], [19.318740, -18.387675, 4.202365], [21.557515, -18.285076, 5.402738], [23.561035, -19.187022, 4.288039], [23.467201, -19.421364, 1.736840], [21.309331, -19.155585, 0.563750], [16.630906, -16.764362, -1.310853], [16.090002, -15.452258, -3.365595], [16.757793, -13.100043, -3.543100], [18.083546, -12.016362, -1.753695], [19.413913, -10.473117, -0.530030], [18.878080, -8.130441, -0.367508], [16.956087, -7.397628, 0.987403], [15.222524, -9.283375, 1.839730], [15.995828, -11.568570, 1.853610], [20.862905, -13.746285, -0.575180], [23.126323, -12.720034, -0.693107], [23.701051, -10.838768, 0.846603], [22.247203, -10.420111, 2.772131], [19.830284, -11.219284, 2.818237], [11.024876, -13.930169, -2.382397], [9.807933, -13.861667, -3.113853], [8.731894, -14.381752, -2.490872], [7.642572, -14.296255, -3.247657], [8.951378, -15.148115, -1.438864], [9.020624, -17.934024, 2.725369], [10.445416, -17.419017, 2.798771], [8.570592, -17.904561, 3.822513], [11.288914, -13.005413, -2.005003], [11.804680, -14.200738, -3.050810], [9.809671, -13.211629, -3.898570], [7.578785, -13.663899, -4.079383], [6.752696, -14.336028, -2.781269], [10.255487, -16.889387, 0.595015], [11.068174, -16.794750, 1.695652], [11.586205, -15.372057, 2.189862], [11.868179, -15.184221, 3.574994], [12.309733, -13.913556, 4.020793], [12.214980, -12.789494, 3.133419], [12.202749, -13.042587, 1.782985], [11.848081, -14.313758, 1.287121], [11.817245, -14.484979, 0.002629], [13.011953, -13.691316, 5.321688], [13.403059, -14.741539, 5.800110], [13.125884, -12.504117, 5.735119], [11.970867, -17.456519, 1.519750], [11.668548, -15.978473, 4.315654], [12.313968, -11.802958, 3.609531], [12.310209, -12.275532, 1.018636], [11.179345, -16.886963, -2.274160], [12.003085, -17.987232, -2.422462], [12.754962, -18.036771, -3.552427], [13.745628, -19.008610, -3.575374], [13.795084, -19.909321, -2.464457], [13.038746, -19.790261, -1.294576], [12.107696, -18.728029, -1.284943], [12.423844, -17.438607, -4.382294], [14.450223, -19.135281, -4.424770], [14.596066, -20.623491, -2.401919], [12.986503, -20.619834, -0.561174], [11.452668, -18.415949, -0.468918]], "atomic_forces_ev_per_a": [[-0.49, 0.99, 3.66], [-1.18, 0.14, -0.07], [0.92, 0.17, -0.13], [-0.02, 2.31, -1.55], [-0.35, -2.08, 0.06], [-0.06, -0.32, 0.44], [0.62, 0.18, -1.72], [-0.58, -1.54, 0.03], [0.75, 0.47, -0.78], [-0.36, -0.64, 1.38], [-0.70, -0.46, 0.44], [0.08, -1.20, -0.52], [2.06, -1.21, -0.57], [-0.83, 0.79, 0.12], [-0.79, -1.49, 1.45], [0.11, 1.05, -0.26], [3.06, 1.02, 0.72], [0.60, -1.36, -0.89], [0.24, -0.51, -0.30], [-0.66, 0.45, 0.29], [1.03, 0.29, -0.10], [-2.87, -0.70, -1.57], [-0.98, 0.31, -0.18], [1.35, -1.98, 0.61], [-0.79, 1.77, 0.03], [0.75, -0.56, -0.69], [-0.50, 1.71, -1.69], [0.82, -1.03, 0.82], [0.40, -0.34, 0.63], [-0.30, 1.65, -1.33], [-0.15, -2.44, 0.72], [-0.77, 1.77, 0.88], [-0.54, -0.87, 0.83], [0.10, 1.04, -1.06], [-0.17, 0.12, 0.23], [-0.19, -0.32, -0.36], [2.86, -0.12, -0.79], [-1.32, -0.04, 0.92], [0.21, -0.11, -0.65], [0.44, -0.27, -1.44], [-1.17, -0.51, 0.64], [0.21, 1.08, 0.06], [-0.46, -0.05, 1.11], [-0.17, 0.88, 0.93], [0.09, 0.60, 0.04], [-0.58, -0.33, 0.46], [-0.59, 0.68, 0.09], [0.68, 0.67, -0.11], [0.59, 0.43, -0.82], [-0.33, 0.06, -0.07], [-0.55, 0.71, 0.89], [-0.25, -0.02, 0.04], [-0.58, 0.27, -0.46], [-0.54, -0.02, 0.47], [0.44, 0.07, 0.92], [0.53, 0.82, -0.15], [-0.28, -0.23, 0.00], [0.08, -0.08, 0.38], [-0.74, -1.09, 0.49], [0.46, -0.26, 0.01], [-0.54, -0.48, 0.07], [-0.42, -0.70, -0.24], [1.33, 0.27, -0.15], [0.39, 0.23, -0.06], [-0.46, 0.77, 0.50], [-0.53, 0.26, 0.16], [-0.48, -0.63, 0.43], [0.33, 1.08, 1.11], [1.12, -0.18, -0.73], [0.98, -0.30, -1.71], [2.34, 1.45, -0.55], [1.34, -1.86, 0.05], [-2.24, 1.23, -0.95], [-0.75, 1.09, -0.68], [-0.32, 0.89, 2.83], [-0.94, -0.22, 1.14], [1.51, -0.29, -3.32], [-0.31, -0.72, 0.12], [-1.23, 0.39, 0.99], [-0.48, -0.22, 0.46], [0.53, -0.85, 1.30], [-0.13, -0.48, 0.19], [0.70, 2.29, -2.33], [1.20, -0.61, 0.67], [-0.46, -0.36, 0.64], [0.10, 0.67, -0.07], [-0.72, 0.78, -1.62], [1.35, -0.89, 1.48], [-1.19, 0.06, -0.35], [0.65, -0.51, 2.91], [-1.33, -1.56, -2.90], [-1.41, 0.85, -0.61], [0.33, 1.38, 0.80], [0.12, -3.21, -0.53], [-0.32, 0.71, 0.12], [0.49, 0.38, -0.67], [0.28, -0.44, -0.61], [-0.04, 0.12, 0.35], [0.94, -1.56, -1.81], [-0.42, 1.79, 1.77], [0.08, -1.61, 0.70], [-0.25, -0.73, 0.72], [0.93, 1.00, 0.18], [-1.65, 0.26, -1.15], [1.00, -0.95, -1.09], [0.18, 0.44, 0.10], [-0.80, 0.18, 0.71], [0.06, -0.47, -0.50], [0.45, 1.08, -0.21], [0.04, -0.17, -0.20]], "charge": 1, "homo_ev": -9.48}



Q: What is the formula in the second record?
A: C49H42N7O8P2STi